# C3H7O2P

C3H7O2P as an isolated structure at a distorted geometry (ωB97M-V with the def2-TZVPD basis set, OMol25).

The value obtained for the max |F| is 3.65 eV Å⁻¹. The relative energy (zero: lowest compared OMol25 entry of this formula, charge and spin) is 4.8346 eV. As for the HOMO-LUMO gap: 8.058 eV. Its LUMO energy is 0.0180 hartree. The total energy is -16603.853 eV.

Element x y z (Å)
C1 0.522 1.329 -1.010
C2 1.095 0.387 -0.281
C3 -1.040 -0.609 1.063
O1 -0.785 0.274 1.960
O2 -2.097 -0.287 0.294
P1 0.657 -1.347 -0.432
H1 0.513 2.425 -0.811
H2 -0.093 0.919 -1.788
H3 1.713 0.493 0.659
H4 -1.470 0.930 1.803
H5 -2.153 -1.092 -0.207
H6 1.692 -1.919 0.464
H7 1.445 -1.504 -1.714



# C3H7O2Pb

C3H7O2Pb as an isolated structure at a distorted geometry (ωB97M-V with the def2-TZVPD basis set, OMol25).

The value obtained for the max |F| is 4.54 eV Å⁻¹. As for the HOMO-LUMO gap (spin up / spin down): 4.717 / 8.196 eV. The expectation value of S² is 0.755. Its LUMO energy (spin up / spin down) is 0.0145 / 0.0062 hartree. The total energy is -12562.421 eV. Its multiplicity is 2.

Element x y z (Å)
C1 1.431 1.214 -0.964
O1 0.471 0.325 -0.422
C2 0.426 0.244 0.982
C3 -0.750 -0.086 1.514
H1 1.381 1.118 -2.054
H2 1.208 2.254 -0.681
H3 2.438 0.950 -0.610
H4 1.427 0.283 1.434
H5 -0.914 0.258 2.541
Pb1 -1.865 0.236 -0.535
O2 -1.951 -1.939 -0.414
H6 -1.360 -2.322 0.374
H7 -1.940 -2.536 -1.167



# C3H7O2Pd

C3H7O2Pd as an isolated structure at a distorted geometry (ωB97M-V with the def2-TZVPD basis set, OMol25).

The value obtained for the max |F| is 18.66 eV Å⁻¹. The relative energy (zero: lowest compared OMol25 entry of this formula, charge and spin) is 2.4182 eV. As for the HOMO-LUMO gap (spin up / spin down): 6.267 / 9.128 eV. The expectation value of S² is 3.755. Its LUMO energy (spin up / spin down) is 0.0301 / -0.0327 hartree. The total energy is -10789.844 eV. Its multiplicity is 4.

Element x y z (Å)
O1 2.428 0.266 -0.390
C1 1.559 -0.477 0.383
C2 0.140 -0.511 -0.190
O2 -0.467 0.676 0.280
C3 -1.874 0.654 0.245
Pd1 1.813 1.244 -1.446
H1 1.580 -0.139 1.439
H2 1.905 -1.530 0.425
H3 -0.075 -1.591 -0.165
H4 -0.310 -0.557 -1.206
H5 -2.258 0.367 -0.748
H6 -2.244 -0.091 0.968
H7 -2.197 1.689 0.404



# C3H7O2S

C3H7O2S as an isolated structure at a distorted geometry (ωB97M-V with the def2-TZVPD basis set, OMol25).

The value obtained for the max |F| is 3.86 eV Å⁻¹. The relative energy (zero: lowest compared OMol25 entry of this formula, charge and spin) is 1.1938 eV. As for the HOMO-LUMO gap: 7.598 eV. Its LUMO energy is 0.1435 hartree. As for the total charge: -1. The total energy is -18155.421 eV.

Element x y z (Å)
C1 1.217 -0.425 1.292
C2 1.166 -0.761 -0.274
S1 1.189 0.687 -1.317
H1 0.346 0.270 1.446
H2 2.148 0.247 1.511
H3 1.333 -1.497 1.881
H4 2.006 -1.420 -0.489
H5 0.369 -1.435 -0.468
H6 -0.380 1.137 -1.080
O1 -3.477 0.454 -1.029
C3 -2.338 0.820 -0.593
O2 -1.440 1.386 -1.336
H7 -2.139 0.538 0.458



# C3H7O2S

A 2-piece molecular cluster, C3H7O2S overall (ωB97M-V with the def2-TZVPD basis set, OMol25).

The value obtained for the max |F| is 0.70 eV Å⁻¹. The relative energy (zero: lowest compared OMol25 entry of this formula, charge and spin) is 0.4352 eV. As for the HOMO-LUMO gap: 7.496 eV. Its LUMO energy is 0.1230 hartree. As for the total charge: -1. The total energy is -18156.179 eV.

Element x y z (Å)
S1 2.178 0.827 0.313
C1 1.011 1.061 -1.037
C2 1.160 -0.237 1.350
H1 1.486 1.712 -1.791
H2 0.083 1.545 -0.689
H3 0.750 0.102 -1.516
H4 0.230 0.269 1.657
H5 0.896 -1.174 0.830
H6 1.739 -0.488 2.255
O1 -2.303 0.207 0.257
O2 -1.453 -1.633 -0.797
C3 -2.371 -0.900 -0.341
H7 -3.406 -1.293 -0.490



# C3H7O2SSi

A 2-piece molecular cluster, C3H7O2SSi overall at a distorted geometry (ωB97M-V with the def2-TZVPD basis set, OMol25).

The value obtained for the max |F| is 4.48 eV Å⁻¹. The relative energy (zero: lowest compared OMol25 entry of this formula, charge and spin) is 1.2149 eV. As for the HOMO-LUMO gap: 7.548 eV. Its LUMO energy is 0.1233 hartree. As for the total charge: -1. The total energy is -26032.070 eV.

Element x y z (Å)
C1 -2.526 -0.091 -0.300
C2 1.652 -0.375 -0.982
C3 -3.580 0.457 0.354
O1 -0.792 -0.127 0.673
O2 -2.249 -0.556 -1.345
Si1 0.799 -0.612 0.779
S1 -5.205 -0.023 0.095
H1 1.988 0.706 -1.035
H2 2.559 -1.093 -1.027
H3 1.152 -0.670 -1.935
H4 -3.538 0.907 1.295
H5 1.284 0.452 1.812
H6 0.729 -2.082 1.193
H7 -5.785 1.047 -0.727



# C3H7O2Tm

C3H7O2Tm as an isolated structure at a distorted geometry (ωB97M-V with the def2-TZVPD basis set, OMol25).

The value obtained for the max |F| is 5.46 eV Å⁻¹. The relative energy (zero: lowest compared OMol25 entry of this formula, charge and spin) is 0.0000 eV. As for the HOMO-LUMO gap (spin up / spin down): 7.966 / 7.772 eV. The expectation value of S² is 2.002. Its LUMO energy (spin up / spin down) is -0.4055 / -0.4125 hartree. As for the total charge: +2. The total energy is -36829.222 eV. Its multiplicity is 3.

Element x y z (Å)
O1 1.995 1.066 -0.629
C1 1.786 -0.080 0.093
C2 0.360 -0.449 0.478
O2 -0.540 0.243 -0.402
C3 -1.911 -0.116 -0.260
Tm1 0.404 2.208 -1.037
H1 2.100 -0.876 -0.613
H2 0.140 -0.152 1.517
H3 0.190 -1.532 0.387
H4 -2.074 -0.639 0.693
H5 -2.499 0.807 -0.277
H6 -2.201 -0.757 -1.103
H7 2.249 0.276 1.154



# C3H7O3

A 2-piece molecular cluster, C3H7O3 overall at a distorted geometry (ωB97M-V with the def2-TZVPD basis set, OMol25).

The value obtained for the max |F| is 3.45 eV Å⁻¹. The relative energy (zero: lowest compared OMol25 entry of this formula, charge and spin) is 2.1821 eV. As for the HOMO-LUMO gap: 7.293 eV. Its LUMO energy is 0.1336 hartree. As for the total charge: -1. The total energy is -9366.976 eV.

Element x y z (Å)
C1 1.713 0.857 -1.375
O1 0.849 0.665 -2.451
H1 0.060 0.995 -2.051
H2 1.139 0.574 -0.376
H3 2.088 1.943 -1.323
H4 2.439 0.042 -1.343
C2 -1.612 -0.634 0.721
C3 -0.599 -0.769 1.908
O2 0.135 0.129 2.278
O3 -0.823 -1.803 2.575
H5 -1.904 0.332 0.422
H6 -2.563 -1.246 1.092
H7 -0.921 -1.087 -0.077



# C3H7O3S5

A 2-piece molecular cluster, C3H7O3S5 overall at a distorted geometry (ωB97M-V with the def2-TZVPD basis set, OMol25).

The value obtained for the max |F| is 1.63 eV Å⁻¹. The relative energy (zero: lowest compared OMol25 entry of this formula, charge and spin) is 0.2566 eV. As for the HOMO-LUMO gap: 7.767 eV. Its LUMO energy is 0.0914 hartree. As for the total charge: -1. The total energy is -63544.254 eV.

Element x y z (Å)
C1 0.610 1.517 0.218
C2 0.744 0.165 0.913
C3 -0.220 -0.872 0.461
O1 -2.277 0.655 0.701
O2 -2.623 -1.519 -0.336
O3 -1.441 0.227 -1.567
S1 -0.238 2.710 1.303
S2 2.516 -0.385 0.879
S3 -0.129 -2.424 0.916
S4 1.216 -1.095 -2.072
S5 -1.807 -0.338 -0.260
H1 0.019 1.438 -0.694
H2 1.590 1.936 -0.013
H3 0.557 0.308 1.989
H4 -1.388 2.032 1.208
H5 2.242 -1.682 0.735
H6 0.032 -0.436 -2.026
H7 0.597 -2.237 -2.355



# C3H7OPS2

One molecule with the formula C3H7OPS2 at a distorted geometry (ωB97M-V with the def2-TZVPD basis set, OMol25).

The value obtained for the max |F| is 5.29 eV Å⁻¹. The relative energy (zero: lowest compared OMol25 entry of this formula, charge and spin) is 2.4446 eV. As for the HOMO-LUMO gap: 8.443 eV. Its LUMO energy is -0.0227 hartree. The total energy is -36230.018 eV.

Element x y z (Å)
C1 -2.199 -0.643 1.556
P1 -1.253 0.488 0.456
O1 -1.695 0.590 -0.905
S1 0.813 0.305 0.639
C2 1.424 -0.204 -1.047
C3 2.816 0.303 -1.303
S2 4.156 -0.310 -1.945
H1 -3.116 -0.197 1.653
H2 -2.462 -1.744 1.178
H3 -1.715 -0.788 2.424
H4 -1.432 1.782 1.196
H5 0.547 0.231 -1.782
H6 1.406 -1.202 -1.225
H7 2.710 1.390 -0.893



Repeat the seventh record exactly.
# C3H7O2Tm

C3H7O2Tm as an isolated structure at a distorted geometry (ωB97M-V with the def2-TZVPD basis set, OMol25).

The value obtained for the max |F| is 5.46 eV Å⁻¹. The relative energy (zero: lowest compared OMol25 entry of this formula, charge and spin) is 0.0000 eV. As for the HOMO-LUMO gap (spin up / spin down): 7.966 / 7.772 eV. The expectation value of S² is 2.002. Its LUMO energy (spin up / spin down) is -0.4055 / -0.4125 hartree. As for the total charge: +2. The total energy is -36829.222 eV. Its multiplicity is 3.

Element x y z (Å)
O1 1.995 1.066 -0.629
C1 1.786 -0.080 0.093
C2 0.360 -0.449 0.478
O2 -0.540 0.243 -0.402
C3 -1.911 -0.116 -0.260
Tm1 0.404 2.208 -1.037
H1 2.100 -0.876 -0.613
H2 0.140 -0.152 1.517
H3 0.190 -1.532 0.387
H4 -2.074 -0.639 0.693
H5 -2.499 0.807 -0.277
H6 -2.201 -0.757 -1.103
H7 2.249 0.276 1.154



Among the records above, which one has the highest max |F|? C3H7O2Pd



Which of these has the highest max |F|? C3H7O2Pd